[1]
{
  "formula": "C6H19NO2",
  "method": "ωB97M-V/def2-TZVPD",
  "spin_multiplicity": 1,
  "de_lowest_kcal_mol": 91.7,
  "molar_mass_da": 137.22,
  "smiles": "CNCCC(C)C.O.O",
  "species": ["C", "C", "C", "C", "C", "N", "C", "H", "H", "H", "H", "H", "H", "H", "H", "H", "H", "H", "H", "H", "H", "H", "H", "H", "O", "H", "H", "O"],
  "coordinates": [[0.076095, -1.403305, -0.838938], [0.505553, 0.043589, -1.212329], [-0.457079, 0.685407, -2.149284], [1.935058, -0.103306, -1.929569], [-0.174225, -1.752359, 0.580520], [-1.608414, -1.318713, 0.942695], [-1.921898, 0.147669, 1.067786], [0.887019, -2.122995, -1.300701], [-0.855064, -1.566541, -1.404456], [0.732643, 0.449388, -0.227996], [-0.004384, 1.212975, -3.030160], [-0.826459, 1.623279, -1.651102], [-1.265483, 0.125258, -2.470083], [1.855345, -0.606598, -2.753139], [2.718382, -0.352925, -1.335758], [2.072237, 0.963376, -2.279136], [-0.076695, -2.931065, 0.891567], [0.459257, -1.164011, 1.269627], [-1.731124, -1.517737, 1.932807], [-1.785948, 1.011006, 0.136052], [-1.204539, 0.726726, 1.771434], [-3.029504, 0.232408, 1.204840], [1.311335, 2.595375, 1.838618], [1.534905, 2.328801, 0.344485], [0.835566, 2.326899, 0.969330], [-0.404445, -0.414289, 3.406979], [0.242668, 0.564271, 2.647936], [0.179190, 0.217410, 3.577978]],
  "forces_ev_per_angstrom": [[1.08, -1.68, -2.55], [2.85, -3.10, 0.20], [1.11, 4.61, 0.46], [-3.31, 6.51, 2.73], [-1.61, -0.67, 2.43], [0.56, 0.72, 0.10], [1.13, 3.17, -2.38], [-1.64, 1.08, 0.97], [0.27, -0.57, 0.29], [-0.57, 1.02, -0.41], [0.07, -1.06, 0.41], [-0.35, -0.88, -0.23], [-1.51, -1.24, -0.47], [-0.43, -3.43, -4.67], [2.15, -1.06, 1.91], [0.57, -0.89, 0.26], [-0.29, 2.99, -1.05], [0.49, -0.49, -0.32], [-0.08, -0.91, -0.18], [-0.18, -3.30, 1.75], [-1.91, -1.02, -0.53], [1.16, 0.00, 0.73], [-1.29, -0.56, -2.15], [1.04, -0.02, -1.09], [0.31, 0.75, 3.51], [-4.10, -4.64, -0.38], [0.53, 0.08, 1.39], [3.95, 4.60, -0.73]],
  "nbo_charge": [-0.420, -0.241, -0.626, -0.567, -0.221, -0.635, -0.463, 0.205, 0.217, 0.218, 0.211, 0.219, 0.216, 0.192, 0.199, 0.181, 0.212, 0.165, 0.338, 0.202, 0.164, 0.222, 0.481, 0.474, -0.944, 0.447, 0.465, -0.909]
}


[2]
{
  "formula": "C2H7NOP",
  "method": "ωB97M-V/def2-TZVPD",
  "spin_multiplicity": 1,
  "de_lowest_kcal_mol": 0.0,
  "molar_mass_da": 92.06,
  "charge": 1,
  "smiles": "[NH3+]CC(=O)P",
  "species": ["C", "C", "N", "O", "P", "H", "H", "H", "H", "H", "H", "H"],
  "coordinates": [[0.690502, 0.287687, 0.106785], [-0.502690, -0.584712, -0.239236], [-1.655096, 0.358384, -0.196901], [0.365668, 1.430886, 0.092780], [2.378154, -0.332498, -0.071689], [-0.455804, -0.710241, -1.377617], [-0.727392, -1.518481, 0.402188], [-1.177423, 1.330599, -0.219144], [-1.960889, 0.341987, 0.716338], [-2.441197, 0.230363, -0.885291], [3.004016, 0.555763, 0.765618], [2.482149, -1.389739, 0.906174]],
  "forces_ev_per_angstrom": [[-0.33, -1.82, -0.25], [-1.39, -1.69, -1.80], [-0.33, 0.54, -1.72], [1.31, 3.50, 0.66], [0.85, -1.14, 0.12], [0.56, -1.04, 1.65], [0.59, 1.42, -1.41], [-0.20, -0.84, -0.50], [-1.82, -0.09, 2.53], [1.13, -0.02, 0.96], [0.24, 0.83, 0.31], [-0.61, 0.34, -0.55]],
  "nbo_charge": [0.300, -0.351, -0.700, -0.541, 0.331, 0.266, 0.272, 0.468, 0.422, 0.457, 0.036, 0.040]
}


[3]
{
  "formula": "ClO3S",
  "method": "ωB97M-V/def2-TZVPD",
  "spin_multiplicity": 1,
  "de_lowest_kcal_mol": 66.6,
  "molar_mass_da": 115.52,
  "charge": -1,
  "species": ["O", "O", "O", "S", "Cl"],
  "coordinates": [[-1.120977, -0.049857, -1.459640], [-1.746209, 0.763940, 0.678886], [1.131046, -0.692015, 1.008351], [-0.761394, 0.777461, -0.356268], [2.497534, -0.799529, 0.128672]],
  "forces_ev_per_angstrom": [[0.21, -0.51, -1.25], [-0.37, 0.47, 0.96], [-1.35, 0.55, 0.02], [0.79, -0.48, 0.77], [0.72, -0.03, -0.50]],
  "nbo_charge": [-0.903, -0.905, -0.938, 1.692, 0.053]
}